No. 1
49
Properties=species:S:1:pos:R:3:forces:R:3 method="wB97M-V/def2-TZVPD" lumo_energy_ev="4.34 / 4.54" e_above_lowest_ev=0.0000 e_homo_ha="0.0929 / 0.1046" total_charge=-2
C -0.0057 1.7442 -4.0741 0.8 -1.1 -2.5
I 2.9146 0.4895 -0.3389 2.4 1.5 -1.5
H -0.8422 1.0325 -4.1684 0.2 0.6 0.1
H 0.8771 1.0614 -4.2822 -0.7 0.8 -0.5
H -0.0781 2.5762 -4.8317 0.1 -0.5 0.3
C -0.9972 3.2144 0.9605 -0.4 0.5 -0.4
C -2.0520 2.8915 0.2007 -0.3 0.0 0.0
N -1.5591 2.3059 -0.9380 -1.4 0.3 -0.6
C -0.1950 2.2401 -0.9352 0.8 -2.9 1.9
N 0.1345 2.8588 0.2693 0.3 1.8 0.9
H -0.9616 3.7150 1.8994 0.0 0.4 0.5
H -3.0975 3.0601 0.3487 -0.3 0.0 0.1
C 2.2836 -4.0293 0.5942 -0.3 0.2 -0.3
C 1.2772 -2.1375 -0.1680 0.9 -2.0 -0.2
N 2.2039 -2.6421 0.6869 -0.4 -1.1 0.0
H 1.1356 -5.3681 -0.7250 0.0 0.0 -0.2
N 0.8713 -3.2306 -0.8893 -0.1 0.0 1.0
H 2.9757 -4.6068 1.1954 -0.3 0.2 -0.1
Y 0.2740 -0.0927 -0.7364 -2.0 0.8 -2.0
C 0.4420 2.1521 -2.7535 2.1 1.5 1.8
O 1.4833 2.8201 -2.6093 -0.9 -0.5 -1.0
C 1.3995 -4.3937 -0.3686 0.7 0.2 0.0
C -0.1180 -3.2128 -1.9653 -0.3 0.0 0.0
H -1.1119 -2.9519 -1.5761 0.2 0.1 -0.1
H -0.1858 -4.2249 -2.3763 0.0 0.0 -0.1
H 0.1553 -2.5238 -2.7870 0.0 -0.2 0.5
C 3.0876 -1.9099 1.5554 0.8 0.6 -0.1
H 3.9443 -2.5455 1.8005 -0.3 -0.1 0.2
H 2.5879 -1.5162 2.4510 0.1 -0.2 -0.2
H 3.4842 -1.0391 0.9511 -0.2 -1.6 1.5
C 1.3948 2.9640 0.9750 0.3 0.1 -0.2
H 1.5658 4.0036 1.3120 -0.1 -0.2 -0.2
H 2.2088 2.6425 0.3145 -0.5 0.6 0.5
H 1.3993 2.3140 1.8737 0.0 0.2 -0.4
C -2.3630 1.6336 -1.9419 -0.1 -0.2 -0.1
H -1.7521 1.5083 -2.8480 -0.6 0.0 0.9
H -3.2110 2.2802 -2.2191 0.0 -0.3 0.2
H -2.6931 0.6201 -1.6038 0.0 0.7 -0.3
C -0.3425 -0.1561 2.9401 0.0 0.1 0.4
C -1.4316 -0.6883 2.0165 -0.1 0.2 -0.8
C -2.8083 -0.2296 2.5082 0.0 0.1 0.1
O -1.1995 -0.3442 0.6641 -0.4 -0.1 1.4
H -0.2913 0.9536 2.8925 0.1 -0.6 -0.1
H 0.6311 -0.6259 2.7177 -0.3 0.4 -0.1
H -0.6010 -0.4446 3.9734 0.1 0.1 -0.1
H -1.4162 -1.7794 2.0934 0.0 -0.2 0.0
H -2.8939 0.8740 2.4383 -0.1 -0.6 -0.1
H -3.5994 -0.7377 1.9384 0.2 0.4 0.0
H -2.9244 -0.5248 3.5655 0.0 0.1 -0.2



No. 2
43
Properties=species:S:1:pos:R:3:forces:R:3 method="wB97M-V/def2-TZVPD" lumo_energy_ev="-10.19 / -10.23" e_homo_ha="-0.5372 / -0.5401" total_charge=+2
C -2.3186 0.4741 0.8078 -0.9 0.5 -1.3
H -2.8427 0.6261 1.7700 0.5 0.0 0.3
H -2.3275 1.4142 0.2682 -0.2 0.4 0.0
H 1.3914 -0.1346 2.4643 0.9 0.2 0.4
C -3.0485 -0.5819 -0.0014 0.2 -0.7 0.0
H -2.5954 -0.6971 -1.0006 -0.2 0.2 0.2
H -2.9669 -1.5737 0.4760 0.1 0.2 -0.1
C -4.5489 -0.2569 -0.0940 0.0 0.1 0.1
H -5.0734 -1.0354 -0.6527 0.0 0.1 0.0
H -4.9661 -0.2170 0.9211 0.0 0.0 -0.3
H -4.7180 0.7086 -0.5799 0.0 -0.1 0.1
C 1.7346 -0.1346 -0.5985 0.5 0.1 -0.5
C 0.8000 -0.0329 -1.6595 0.0 -0.1 0.1
C 0.0416 1.1478 -1.4645 -0.7 -0.4 -0.6
C 0.5169 1.8067 -0.2913 1.4 0.3 0.9
C 1.6523 1.0603 0.2017 -0.6 1.1 -0.3
C 2.7009 1.6046 1.1088 0.8 0.3 0.5
C 0.0944 3.1438 0.1983 -0.3 0.3 0.2
C -0.9748 1.6875 -2.4034 -0.3 -0.3 -0.1
C 0.7506 -0.9025 -2.8594 -0.3 -0.5 -0.2
C 2.8132 -1.1427 -0.4952 0.1 -0.7 0.0
Lu -0.1758 0.1050 1.5155 -1.1 -0.8 0.5
H 0.4005 3.3155 1.2410 0.0 0.0 -0.3
H 0.5478 3.9446 -0.4096 -0.1 -0.2 0.2
H -0.9965 3.2792 0.1486 0.3 0.0 -0.1
H 2.2794 2.3590 1.7909 0.3 -0.2 -0.2
H 3.1645 0.8281 1.7323 -0.2 0.3 -0.3
H 3.5205 2.0962 0.5487 -0.5 -0.1 0.0
H 2.6161 -2.0099 -1.1432 0.1 0.4 0.2
H 3.7893 -0.7165 -0.7902 -0.3 -0.1 0.1
H 2.9115 -1.5258 0.5311 0.1 0.3 -0.2
H -0.2379 -0.8761 -3.3331 0.3 -0.1 0.1
H 1.4833 -0.5939 -3.6235 -0.1 0.0 0.3
H 0.9756 -1.9422 -2.5979 0.0 0.2 -0.1
H -1.8687 2.0562 -1.8709 0.3 0.0 -0.1
H -0.5762 2.5340 -2.9947 0.0 -0.2 0.3
H -1.3017 0.9213 -3.1242 0.1 0.3 0.3
C 1.5141 -3.7723 2.9427 0.6 -0.4 0.4
C 0.6773 -2.8293 2.2600 -1.9 1.3 -1.2
N -0.0478 -2.0942 1.7048 1.6 -2.0 1.1
H 1.4137 -4.7581 2.4639 0.0 0.3 0.2
H 1.2261 -3.8407 4.0088 0.0 0.0 -0.5
H 2.5700 -3.4444 2.8832 -0.5 -0.1 0.0



No. 3
48
Properties=species:S:1:pos:R:3:forces:R:3 method="wB97M-V/def2-TZVPD" lumo_energy_ev=0.64 e_above_lowest_ev=0.1801 e_homo_ha=-0.3185 total_charge=0
C -6.0544 -1.1833 0.0972 -0.2 -0.2 0.2
H -6.4218 -1.1552 1.1250 0.0 0.0 -0.1
H -5.8364 -2.2178 -0.1732 0.0 0.1 0.0
H -6.7823 -0.7531 -0.5857 0.0 0.0 0.0
O -4.8765 -0.3957 -0.0288 0.0 0.3 -0.2
C -3.8795 -0.7165 0.7923 0.2 0.1 0.3
O -3.9562 -1.5444 1.6589 -0.1 0.0 0.0
C -2.6207 0.1251 0.5533 -0.2 -0.2 -0.4
N -1.4876 -0.7737 0.6090 -0.1 0.5 0.3
C -1.4671 -1.8898 -0.1356 0.7 -0.2 0.1
O -2.3790 -2.2439 -0.8553 -0.3 -0.1 -0.3
C -0.1395 -2.6525 -0.0204 -0.2 0.0 0.1
N 0.9453 -1.8928 -0.6123 -0.1 -0.3 -0.2
C 1.5595 -0.8794 0.0414 0.2 -0.1 -0.7
O 1.2330 -0.5650 1.1719 0.0 0.2 0.5
C 2.6512 -0.1971 -0.7695 0.1 0.3 0.0
C 3.0628 1.1435 -0.1517 -0.2 -0.1 0.2
C 3.8360 0.9651 1.1522 0.2 0.1 -0.1
C 5.0424 0.0550 0.9523 -0.2 -0.1 0.2
C 4.5894 -1.2981 0.4147 0.2 0.1 -0.2
C 3.8708 -1.1187 -0.9185 -0.1 -0.2 0.1
H 3.5635 -2.0910 -1.3117 0.0 0.0 -0.1
H 4.5588 -0.6686 -1.6386 0.0 0.0 -0.1
H 5.4484 -1.9593 0.2807 -0.1 -0.1 0.0
H 3.9127 -1.7639 1.1340 0.0 -0.1 0.1
H 5.5681 -0.0779 1.8996 0.1 0.0 0.0
H 5.7381 0.5124 0.2435 0.1 0.0 0.0
H 3.1726 0.5311 1.8993 0.0 0.1 0.0
H 4.1590 1.9431 1.5137 0.0 0.0 0.0
H 2.1698 1.7433 0.0367 0.0 0.1 -0.1
H 3.6857 1.6771 -0.8742 0.0 0.0 0.0
H 2.2343 -0.0083 -1.7680 0.0 0.0 0.1
H 1.1548 -2.0631 -1.5823 0.1 0.1 0.1
H -0.2298 -3.6111 -0.5306 0.0 0.1 0.1
H 0.0873 -2.8107 1.0374 0.0 -0.1 -0.1
H -0.6737 -0.5336 1.1678 -0.1 -0.1 -0.1
C -2.6661 0.8928 -0.7729 0.2 0.0 0.1
C -1.3745 1.6545 -1.0322 -0.1 0.4 0.3
H -0.5239 0.9739 -1.0587 0.0 0.0 -0.1
H -1.4261 2.1943 -1.9785 0.1 -0.1 -0.1
S -0.9525 2.8626 0.2678 0.0 0.1 -0.1
C -2.2313 4.1150 -0.0374 0.3 -0.5 0.0
H -3.2116 3.7179 0.2087 -0.1 0.1 0.0
H -2.0023 4.9549 0.6097 0.0 0.1 0.0
H -2.1909 4.4256 -1.0776 -0.1 0.1 -0.1
H -2.8204 0.1769 -1.5823 -0.1 0.0 0.0
H -3.5172 1.5737 -0.7600 0.0 0.0 -0.1
H -2.5220 0.8267 1.3887 -0.1 -0.1 -0.1



No. 4
48
Properties=species:S:1:pos:R:3:forces:R:3 method="wB97M-V/def2-TZVPD" lumo_energy_ev=0.64 e_above_lowest_ev=0.1142 e_homo_ha=-0.3080 total_charge=0
C 5.4524 0.7843 0.2808 0.1 0.1 0.3
H 6.3072 0.8919 -0.3815 0.0 0.0 0.0
H 5.6976 0.1465 1.1320 0.0 0.1 -0.1
H 5.1251 1.7612 0.6445 0.0 -0.1 0.0
O 4.4154 0.1985 -0.4944 0.0 -0.2 -0.3
C 3.3626 -0.2560 0.1834 -0.2 -0.3 0.1
O 3.2942 -0.3220 1.3848 0.2 -0.1 0.0
C 2.2853 -0.7857 -0.7593 0.1 0.0 -0.3
N 1.1830 -1.2970 0.0140 0.4 0.5 0.1
C 0.6439 -2.5085 -0.1859 -0.4 0.0 0.4
O 1.0223 -3.3050 -1.0186 0.1 -0.4 -0.3
C -0.5631 -2.7712 0.7312 0.2 0.1 0.0
N -1.7431 -2.1009 0.2183 0.0 -0.5 -0.1
C -1.9588 -0.7795 0.3747 -0.4 -0.1 -0.4
O -1.1813 -0.0599 0.9810 0.1 0.2 0.3
C -3.2674 -0.2771 -0.2079 0.2 0.3 0.3
C -4.3459 -0.3843 0.8796 -0.2 -0.2 -0.2
C -5.6788 0.1523 0.3677 0.1 0.2 0.2
C -5.5321 1.6020 -0.0836 -0.1 -0.2 -0.3
C -4.4649 1.7143 -1.1676 0.1 0.1 0.2
C -3.1298 1.1759 -0.6656 -0.1 -0.2 -0.2
H -2.7800 1.7750 0.1770 0.1 0.0 0.0
H -2.3792 1.2405 -1.4573 0.1 0.1 0.1
H -4.7790 1.1450 -2.0462 0.0 0.0 -0.1
H -4.3482 2.7565 -1.4699 0.0 0.0 -0.1
H -5.2466 2.2192 0.7708 0.0 0.1 0.1
H -6.4870 1.9724 -0.4613 0.0 0.1 0.1
H -6.4286 0.0801 1.1578 -0.1 -0.1 0.0
H -6.0182 -0.4577 -0.4730 -0.1 -0.1 0.0
H -4.0265 0.1963 1.7476 0.1 0.0 0.1
H -4.4546 -1.4257 1.1925 0.0 0.0 0.1
H -3.5551 -0.9023 -1.0602 0.0 0.0 0.0
H -2.3486 -2.6334 -0.3849 0.0 0.1 0.0
H -0.3531 -2.3878 1.7330 -0.1 -0.1 0.0
H -0.7553 -3.8429 0.7723 0.1 0.1 0.0
H 0.7776 -0.6907 0.7174 0.0 -0.2 -0.1
C 1.8346 0.2815 -1.7696 0.0 -0.1 0.2
C 1.0798 1.4382 -1.1277 0.3 0.2 0.1
H 0.7706 2.1424 -1.9008 -0.1 -0.1 0.0
H 0.2010 1.0976 -0.5842 -0.1 0.0 -0.1
S 2.1051 2.3969 0.0470 -0.3 0.2 0.0
C 1.3437 2.0069 1.6508 0.2 0.0 -0.3
H 1.4660 2.8853 2.2766 -0.1 0.1 0.1
H 0.2905 1.7908 1.5088 -0.1 0.0 0.1
H 1.8578 1.1584 2.0970 -0.1 0.0 0.1
H 2.7195 0.6604 -2.2824 0.0 0.0 -0.1
H 1.1822 -0.1942 -2.5063 0.1 -0.1 0.0
H 2.7113 -1.6320 -1.3127 0.0 0.2 0.1



| no. | E_tot (Ha) |
| --- | --- |
| 1 | -1292.38468 |
| 2 | -1876.69076 |
| 3 | -1395.89829 |
| 4 | -1395.90071 |